1.
# C8H26BaO8

A structure of composition C8H26BaO8 (the ωB97M-V functional and the def2-TZVPD basis, the OMol25 dataset).

Computed properties:
* gap between HOMO and LUMO: 10.77 eV
* energy above the lowest of the compared OMol25 structures with the same formula, charge and spin: 101.7 kJ/mol
* total charge: +2

Structure (XYZ):
```
43
C8H26BaO8 | the OMol25 dataset | the ωB97M-V functional and the def2-TZVPD basis
Ba -28.054 27.037 22.632
C -24.248 27.018 21.846
O -25.444 26.801 21.273
H -23.926 28.046 21.679
H -24.340 26.837 22.917
H -23.471 26.371 21.439
H -25.277 26.527 20.369
C -30.881 24.893 22.875
O -29.565 24.683 23.349
H -31.682 24.733 23.597
H -30.859 25.977 22.756
H -31.149 24.403 21.939
H -29.648 23.808 23.734
C -26.984 29.425 19.920
O -26.970 29.332 21.353
H -28.020 29.446 19.583
H -26.418 30.211 19.420
H -26.609 28.482 19.520
H -26.234 29.876 21.644
C -29.375 26.111 26.208
O -28.502 26.941 25.414
H -29.492 25.116 25.780
H -28.961 26.017 27.212
H -30.383 26.525 26.242
H -28.655 27.842 25.709
C -26.143 29.714 24.654
O -26.265 28.455 24.055
H -26.497 30.434 23.916
H -26.617 29.788 25.632
H -25.077 29.944 24.649
H -25.561 28.012 24.534
C -25.624 23.675 21.293
O -25.615 23.225 22.663
C -26.041 23.977 23.689
O -26.327 25.170 23.661
O -26.094 23.200 24.770
C -26.428 23.774 26.056
H -26.541 24.212 21.051
H -25.631 22.839 20.594
H -24.839 24.405 21.094
H -25.899 24.706 26.255
H -26.209 23.160 26.929
H -27.505 23.935 25.990
```

In the Löwdin picture, each atom carries the following charge in e:
1. Ba 2.08
2. C -0.18
3. O -0.23
4. H 0.10
5. H 0.08
6. H 0.11
7. H 0.10
8. C -0.13
9. O -0.25
10. H 0.11
11. H 0.05
12. H 0.10
13. H 0.10
14. C -0.11
15. O -0.27
16. H 0.09
17. H 0.11
18. H 0.07
19. H 0.08
20. C -0.10
21. O -0.27
22. H 0.06
23. H 0.10
24. H 0.10
25. H 0.08
26. C -0.11
27. O -0.31
28. H 0.09
29. H 0.10
30. H 0.11
31. H 0.09
32. C 0.00
33. O 0.04
34. C -0.55
35. O -0.08
36. O 0.04
37. C 0.01
38. H 0.08
39. H 0.12
40. H 0.08
41. H 0.10
42. H 0.11
43. H 0.08

---

2.
# C8H26BrO9

A cluster of 6 separate species, C8H26BrO9 in total (the ωB97M-V functional and the def2-TZVPD basis, the OMol25 dataset).

Computed properties:
* gap between HOMO and LUMO: 9.51 eV
* energy above the lowest of the compared OMol25 structures with the same formula, charge and spin: 0.0 kJ/mol
* total charge: -1

Structure (XYZ):
```
44
C8H26BrO9 | the OMol25 dataset | the ωB97M-V functional and the def2-TZVPD basis
Br -0.377 0.407 1.173
C 4.012 3.192 1.341
C 3.061 2.071 1.617
O 1.896 2.626 2.184
O 3.517 4.087 0.355
H 4.950 2.758 0.981
H 4.241 3.728 2.273
H 3.506 1.327 2.294
H 2.804 1.548 0.687
H 1.200 1.952 2.137
H 2.561 4.141 0.486
C 0.570 -2.083 -1.436
C 0.941 -3.404 -2.094
O 0.086 -4.487 -1.715
O 1.506 -1.827 -0.407
H -0.425 -2.211 -1.003
H 0.575 -1.269 -2.167
H 1.987 -3.660 -1.899
H 0.855 -3.326 -3.181
H 0.263 -4.681 -0.790
H 1.120 -1.155 0.180
C -3.364 -2.086 2.121
C -4.828 -1.857 2.422
O -5.165 -0.494 2.367
O -2.614 -1.241 2.993
H -3.120 -1.872 1.078
H -3.094 -3.126 2.345
H -5.052 -2.270 3.420
H -5.425 -2.475 1.743
H -4.377 -0.039 2.699
H -1.960 -0.758 2.458
C 1.512 1.923 -1.974
C 0.458 1.355 -2.887
O 1.035 0.579 -3.962
O 0.931 2.787 -1.019
H 2.175 2.547 -2.585
H 2.120 1.150 -1.489
H -0.100 2.146 -3.383
H -0.243 0.714 -2.341
H 1.927 0.326 -3.709
H 0.413 2.224 -0.427
O -3.510 0.056 -0.608
H -2.578 0.218 -0.400
H -3.990 0.456 0.124
```

In the Löwdin picture, each atom carries the following charge in e:
1. Br 0.19
2. C -0.26
3. C -0.28
4. O -0.11
5. O -0.07
6. H 0.11
7. H 0.11
8. H 0.12
9. H 0.10
10. H -0.07
11. H 0.07
12. C -0.26
13. C -0.24
14. O -0.08
15. O -0.13
16. H 0.11
17. H 0.09
18. H 0.11
19. H 0.11
20. H 0.08
21. H -0.08
22. C -0.25
23. C -0.27
24. O -0.07
25. O -0.13
26. H 0.10
27. H 0.11
28. H 0.11
29. H 0.12
30. H 0.08
31. H -0.10
32. C -0.27
33. C -0.24
34. O -0.09
35. O -0.09
36. H 0.13
37. H 0.11
38. H 0.12
39. H 0.10
40. H 0.07
41. H -0.03
42. O -0.09
43. H -0.06
44. H 0.02

---

Q: Which of these has the lowest total charge?
A: C8H26BrO9

---

Q: What is the energy above the lowest of the compared OMol25 structures with the same formula, charge and spin in the first record?
A: 101.7 kJ/mol

---

Q: Look up the total charge of the second one.
A: -1

---

Q: energy above the lowest of the compared OMol25 structures with the same formula, charge and spin of number 1 (C8H26BaO8)?
A: 101.7 kJ/mol